Molecular formula: C23H51F3O18S5
Method: DFT, ωB97M-V with the def2-TZVPD basis set

Each line ends with the Mulliken charge.
Cartesian coordinates (Å):
S  -8.1568  1.6033  -1.3232  1.088
S  -7.7080  -3.4206  -4.9596  1.313
S  11.5025  -2.2752  7.5049  1.239
S  6.9416  0.4807  2.4455  1.236
S  1.0051  1.3280  1.2599  1.185
F  -1.6937  5.5193  -0.9292  -0.269
F  -3.7782  5.2091  -0.9589  -0.246
F  -2.7928  6.0783  -2.6587  -0.277
O  -0.1504  2.1573  1.0850  -0.597
O  -1.3552  -0.8680  -1.6857  -0.462
O  6.5979  -0.8727  2.1432  -0.626
O  -3.3399  -1.9071  -2.0535  -0.429
O  -7.1535  -2.1015  -4.9211  -0.496
O  10.9828  -2.2138  6.1724  -0.571
O  -7.8626  -3.8735  -6.4799  -0.312
O  2.3077  2.1917  0.9252  -0.248
O  -8.9127  -3.7367  -4.2547  -0.698
O  -7.0026  1.0596  -1.9750  -0.470
O  1.2222  0.6164  2.4797  -0.624
O  -8.2251  1.7015  0.0998  -0.633
O  -3.5639  3.1822  -2.8177  -0.414
O  11.1021  -1.3246  8.4941  -0.628
O  6.0395  1.3301  3.1616  -0.646
O  13.0959  -2.3147  7.4351  -0.304
O  8.3609  0.5099  3.1695  -0.301
O  -9.4392  0.8254  -1.8573  -0.328
C  -4.4358  -1.1229  -2.5829  -0.237
C  -4.1923  1.0800  -3.9134  -0.781
C  13.7636  -1.2938  6.6731  -0.307
C  -8.8477  -1.9758  -7.6773  -0.934
C  -2.2196  -1.1938  -2.3851  0.449
C  8.4067  0.2251  4.5816  -0.335
C  1.1258  0.2082  -0.0910  -0.968
C  -3.3704  1.7618  -2.8249  -0.217
C  -2.4337  -0.8831  -3.8820  -0.805
C  8.3201  -1.2594  4.8672  -0.907
C  -9.0125  -3.4088  -7.2099  -0.375
C  11.2718  -3.8996  8.1458  -0.974
C  2.4711  3.4517  1.5988  -0.376
C  2.9826  3.2761  3.0153  -0.832
C  -9.4161  -0.6125  -1.7765  0.092
C  -2.4116  3.7772  -2.2286  -0.613
C  -8.5307  3.1747  -2.0242  -1.016
C  -9.7308  -1.1049  -0.3771  -1.108
C  7.4396  1.2867  0.9596  -0.959
C  -6.4561  -4.5764  -4.5111  -1.053
C  13.8522  0.0158  7.4324  -0.975
C  -3.9124  -0.4256  -3.8810  0.532
C  -2.7169  5.1626  -1.7157  0.911
H  7.3351  -1.6520  4.6106  0.379
H  13.2728  -1.1602  5.7073  0.304
H  3.2310  4.2441  3.4530  0.398
H  -7.9014  -1.8491  -8.2037  0.264
H  1.0210  0.7655  -1.0177  0.265
H  -2.1464  3.1717  -1.3557  0.343
H  10.2058  -4.0369  8.3150  0.370
H  7.6227  0.7764  5.1040  0.296
H  -8.9347  -0.8445  0.3206  0.287
H  -9.6655  -1.6981  -8.3430  0.388
H  -1.6051  3.8054  -2.9672  0.267
H  -4.3444  -0.9988  -4.7029  0.434
H  1.5363  4.0156  1.5793  0.330
H  -3.6328  1.3688  -1.8368  0.229
H  9.0532  -1.8086  4.2781  0.242
H  -5.6004  -4.4397  -5.1678  0.327
H  -6.8587  -5.5819  -4.5999  0.370
H  7.7596  2.2976  1.1985  0.310
H  -10.6493  -0.6492  -0.0059  0.286
H  -9.9160  -3.5291  -6.6094  0.325
H  -8.8459  -1.2845  -6.8344  0.245
H  11.8149  -3.9871  9.0834  0.337
H  0.3186  -0.5131  0.0046  0.373
H  12.8671  0.4648  7.5591  0.283
H  9.3623  0.6093  4.9358  0.253
H  -4.0411  1.5021  -4.9065  0.427
H  8.2481  0.7186  0.5063  0.331
H  -2.3081  1.5888  -3.0348  0.310
H  -7.7531  3.8677  -1.7086  0.377
H  -2.1846  -1.8097  -4.3980  0.337
H  14.7658  -1.6720  6.4765  0.271
H  2.2330  2.8000  3.6475  0.304
H  -9.1076  -4.0671  -8.0720  0.286
H  8.4991  -1.4524  5.9234  0.298
H  3.1988  4.0146  1.0149  0.290
H  6.5782  1.3102  0.2951  0.373
H  14.2669  -0.1439  8.4279  0.264
H  -1.7128  -0.1120  -4.1570  0.293
H  -8.5380  3.0836  -3.1073  0.306
H  2.0878  -0.2975  -0.0469  0.422
H  -5.2499  1.1759  -3.6483  0.035
H  -5.2718  -1.7968  -2.7531  -0.059
H  -10.1795  -0.9719  -2.4645  0.269
H  11.6339  -4.6195  7.4165  0.313
H  -4.6881  -0.4236  -1.7838  0.247
H  -8.4574  -0.9993  -2.1265  0.012
H  14.4821  0.7244  6.8935  0.388
H  -9.4988  3.5021  -1.6534  0.375
H  -6.1744  -4.3724  -3.4797  0.386
H  3.8690  2.6415  3.0293  0.139
H  -9.8442  -2.1895  -0.3746  0.406

Force components x, y, z for each atom (eV/Å):
-0.57 0.29 -0.37
0.40 -0.54 -0.33
0.45 -0.50 0.22
0.60 0.16 -0.17
0.43 -0.14 -0.49
0.90 0.30 0.42
-1.57 0.03 0.46
-0.48 0.69 -0.97
-0.06 0.05 0.23
2.33 0.35 2.20
-0.25 0.00 0.08
0.09 0.24 0.86
-0.18 0.12 0.21
-0.01 0.26 0.03
0.12 -0.11 0.26
-0.14 -0.14 -0.18
-0.12 0.33 0.04
0.26 -0.14 0.24
-0.24 0.09 0.14
0.28 -0.11 0.07
0.24 0.00 -0.04
-0.18 0.16 -0.16
-0.16 -0.15 0.10
-0.21 -0.21 0.03
-0.13 0.17 -0.26
0.11 0.24 -0.08
0.08 -0.08 0.19
-0.39 -0.51 0.70
0.35 0.62 -0.24
0.12 0.15 0.22
-2.52 -0.83 -3.37
0.06 -0.32 0.75
0.13 -0.03 -0.03
0.06 0.51 -0.75
0.89 1.13 1.35
-0.37 -0.14 -0.25
-0.51 0.38 -0.44
0.06 -0.09 0.01
0.15 0.55 0.50
-0.09 -0.25 0.13
-0.13 -0.82 0.22
-1.02 -0.83 -0.17
-0.05 0.04 -0.09
0.16 0.18 0.21
0.08 0.07 -0.05
0.05 -0.07 -0.05
-0.25 0.04 0.13
0.35 -1.65 -0.28
1.33 -0.81 0.14
-0.01 0.06 0.01
-0.14 -0.12 0.07
0.00 0.03 -0.09
-0.05 -0.05 -0.06
-0.04 -0.01 0.02
0.39 0.25 0.02
0.00 0.09 -0.03
-0.07 0.05 -0.19
-0.01 -0.02 -0.02
0.00 -0.08 -0.01
0.17 0.15 0.25
-0.54 0.72 -0.17
-0.08 -0.17 -0.08
0.18 -0.01 -0.03
0.09 0.04 0.11
-0.02 0.03 0.00
-0.02 0.03 -0.01
-0.01 -0.02 0.02
-0.04 -0.06 -0.06
0.13 -0.05 0.15
-0.02 -0.01 -0.01
-0.01 0.04 -0.01
-0.05 0.08 0.04
0.02 0.00 -0.02
0.03 0.10 -0.27
0.22 0.08 0.10
-0.02 -0.02 0.03
-0.03 -0.17 0.24
0.04 -0.08 0.05
-0.40 0.10 -0.28
-0.10 -0.25 0.11
-0.01 0.03 -0.02
0.21 -0.16 0.13
0.09 0.08 -0.02
-0.02 -0.21 -0.20
-0.04 -0.05 0.08
0.07 -0.01 -0.05
-0.12 -0.07 -0.30
0.01 -0.03 0.02
0.01 0.05 0.07
0.02 0.23 -0.22
0.00 0.08 -0.07
0.01 0.29 -0.13
0.00 0.04 -0.01
-0.32 0.10 -0.29
0.03 0.20 -0.05
0.03 -0.07 -0.03
0.01 -0.04 0.03
-0.06 0.06 -0.01
0.03 0.07 -0.03
-0.02 0.01 -0.09

Computed properties:
- Max |F|: 4.29 eV Å⁻¹
- Structure (SMILES): O=C1C[C@H](CCOCC(F)(F)F)CO1.CCOS(C)(=O)=O.CCOS(C)(=O)=O.CCOS(C)(=O)=O.CCOS(C)(=O)=O.CCOS(C)(=O)=O
- E_LUMO: 0.3792 eV
- Energy relative to the best compared isomer or geometry (same formula, charge and spin): 51.7 kJ/mol
- Spin multiplicity: 1
- M: 833.0 g/mol

***

Molecular formula: C23H51N3NaO5SiTa
Method: DFT, ωB97M-V with the def2-TZVPD basis set

Each line ends with the Mulliken charge.
Cartesian coordinates (Å):
Ta  -0.0677  -0.1170  -1.5654  -2.030
Si  0.2627  -0.0838  1.9808  -1.336
Na  -0.9491  2.1611  0.3076  0.662
O  1.6931  -0.8464  2.1048  -0.454
O  0.3068  1.5732  2.1813  -0.167
O  -0.0913  -0.1432  0.3453  2.008
O  -4.2537  -1.1075  -1.3042  -0.460
O  -0.9410  -0.7541  2.8372  0.158
N  -0.1041  1.6325  -2.4239  1.229
N  -2.0236  -0.2022  -1.4383  -0.026
N  0.6090  -1.5371  -2.7032  1.036
C  -1.7290  -2.1000  3.0032  1.702
C  3.2115  0.8716  1.3213  -1.232
C  0.1134  3.7505  3.3582  -1.626
C  1.9348  -1.9086  -2.1395  -0.729
C  -0.7541  -3.2103  3.3711  -1.579
C  -0.3568  3.9639  -3.2448  -1.651
C  -0.0983  2.0298  -4.8378  -1.111
C  -2.1889  2.2736  -3.4937  -1.412
C  -1.9549  2.5444  2.7096  -1.860
C  -0.6852  -3.5636  -2.6614  -1.368
C  1.3390  1.8880  -2.0475  -1.055
C  3.1006  0.2823  3.7933  -1.456
C  -0.0466  -2.5280  -3.5721  1.202
C  -0.5405  2.3763  3.2648  1.665
C  -3.1625  -0.6661  -1.4176  0.832
C  -2.7018  -1.8709  4.1467  -1.767
C  -2.4783  -2.3348  1.7034  -1.163
C  4.0946  -1.2813  2.1494  -1.634
C  -1.1140  -1.8113  -4.3683  -1.450
C  -0.5022  1.5667  4.5441  -1.447
C  3.0285  -0.2162  2.3591  1.656
C  -0.6836  2.4828  -3.4949  0.949
C  0.9746  -3.1565  -4.5082  -1.738
H  4.0388  -1.7086  1.1402  0.314
H  -1.4297  -3.0951  -2.0016  0.169
H  1.9955  1.9650  -2.9257  0.488
H  -1.8861  -1.3618  -3.7337  0.223
H  -2.3418  1.6046  2.2704  0.330
H  -1.9622  3.3902  1.9865  0.450
H  -0.8952  4.6019  -3.9634  0.442
H  -3.3708  -2.7430  4.2396  0.463
H  -1.3166  -4.1573  3.4641  0.428
H  -0.6757  -1.0283  -4.9963  0.112
H  2.1440  -1.2957  -1.2385  0.154
H  1.4323  2.8233  -1.4703  0.425
H  0.4598  -3.7864  -5.2425  0.439
H  0.0747  -4.0297  -2.0262  0.335
H  -1.6122  -2.5194  -5.0431  0.559
H  1.6767  -3.7885  -3.9603  0.407
H  3.1769  0.4209  0.3179  0.216
H  -2.6535  2.8259  -4.3261  0.490
H  1.9720  -2.9703  -1.8526  0.435
H  -2.4666  1.2208  -3.6139  0.229
H  4.0218  -2.0757  2.9019  0.405
H  -2.6492  2.6452  -2.5697  0.270
H  -0.4674  4.3780  4.0539  0.435
H  -1.1856  -4.3423  -3.2535  0.489
H  -0.6632  4.2728  -2.2355  0.308
H  0.7133  4.1672  -3.3741  0.381
H  2.7394  -1.7178  -2.8674  0.329
H  -3.3351  -0.9917  3.9628  0.313
H  -0.9565  2.1689  5.3494  0.537
H  0.9851  2.2022  -4.8672  0.353
H  0.0286  -3.3540  2.6144  0.265
H  1.5250  -2.3793  -5.0450  0.396
H  0.0951  4.2492  2.3776  0.310
H  -3.1558  -3.2008  1.8331  0.523
H  -0.2967  0.9617  -5.0123  0.069
H  -1.0792  0.6391  4.4493  0.310
H  -0.2963  -3.0020  4.3506  0.381
H  1.7363  1.0438  -1.3898  0.295
H  -2.6299  2.8347  3.5281  0.477
H  -2.1636  -1.7678  5.1002  0.403
H  1.1526  3.7100  3.7103  0.328
H  -1.7908  -2.5486  0.8716  0.115
H  0.5170  1.2972  4.8554  0.250
H  2.3789  1.0836  4.0118  -0.004
H  -0.5546  2.5919  -5.6695  0.482
H  4.1116  0.6898  3.9425  0.542
H  4.2045  1.3214  1.4727  0.626
H  2.4372  1.6465  1.3977  -0.010
H  5.0981  -0.8385  2.2572  0.379
H  -3.0982  -1.4580  1.4572  0.228
H  2.9758  -0.5528  4.5018  0.360

Force components x, y, z for each atom (eV/Å):
-1.88 -0.95 0.07
0.00 -0.67 0.93
-0.13 0.25 0.08
0.47 0.64 0.39
-1.43 0.49 1.02
0.97 0.35 -1.09
2.82 1.21 -0.56
-0.29 -0.99 -0.48
1.30 0.20 1.12
-1.25 -0.83 -0.72
0.46 0.40 1.06
0.66 0.89 -0.10
0.25 0.39 0.01
0.17 -0.11 0.08
-0.21 -0.15 -0.41
0.01 -0.06 -0.02
0.00 -0.04 -0.05
-0.01 0.02 -0.25
-0.50 0.07 -0.11
0.03 -0.04 -0.07
-0.15 -0.39 0.14
-0.62 0.52 -0.43
0.21 0.16 0.12
-0.17 -0.12 -0.31
1.01 -0.74 -0.80
-1.40 -0.68 0.77
-0.10 0.14 0.17
-0.12 -0.14 -0.10
0.19 -0.26 0.03
-0.31 0.12 -0.64
-0.33 0.12 0.62
-0.58 -0.52 -0.13
-0.04 0.11 -0.59
-0.03 -0.11 -0.16
-0.08 -0.01 0.24
0.08 -0.11 -0.18
-0.11 -0.33 0.26
0.11 -0.10 -0.08
0.06 0.34 0.27
-0.24 -0.40 0.27
0.17 -0.31 0.25
0.31 0.28 -0.08
0.21 0.41 -0.06
-0.05 -0.16 0.09
0.14 -0.10 0.11
0.14 -0.55 0.07
0.14 0.12 0.15
-0.16 -0.13 -0.09
0.05 0.17 0.22
0.00 0.02 -0.13
0.13 0.08 0.15
0.27 -0.15 0.29
-0.06 0.45 0.19
0.14 0.18 -0.02
-0.11 0.09 -0.28
0.07 -0.06 -0.07
0.20 -0.24 -0.21
0.18 0.16 0.22
0.04 -0.01 -0.16
-0.19 0.00 0.07
-0.28 0.06 0.29
0.21 -0.19 0.10
0.22 -0.18 -0.23
-0.21 -0.06 -0.12
-0.16 0.10 0.19
-0.01 -0.12 -0.03
0.07 -0.10 0.23
0.36 0.40 -0.14
0.08 0.39 0.09
0.16 0.43 0.05
-0.05 -0.06 -0.42
0.22 0.70 -0.23
0.14 -0.08 -0.34
-0.21 0.12 -0.29
-0.32 -0.09 -0.06
-0.15 0.04 0.19
-0.29 0.27 -0.18
0.22 -0.30 -0.15
0.22 -0.14 0.36
-0.30 -0.04 0.09
-0.35 0.01 -0.25
0.33 -0.12 0.04
-0.39 -0.04 -0.03
0.19 -0.27 0.07
-0.08 0.34 -0.29

Computed properties:
- Max |F|: 3.12 eV Å⁻¹
- Total charge: +2
- E_LUMO: -6.7529 eV
- Energy relative to the best compared isomer or geometry (same formula, charge and spin): 78.9 kJ/mol
- Spin multiplicity: 1
- M: 681.7 g/mol